Record 1
{
  "formula": "C3H7O2S",
  "method": "wB97M-V/def2-TZVPD",
  "symbols": ["C", "S", "C", "H", "H", "H", "H", "H", "H", "O", "C", "O", "H"],
  "xyz": [[-2.234, -0.430, -0.917], [-1.267, -1.743, 0.047], [0.475, -1.212, 0.066], [-1.898, -0.395, -1.950], [-2.037, 0.440, -0.291], [-3.201, -0.909, -0.938], [0.951, -1.165, -0.915], [0.446, -0.198, 0.434], [1.028, -1.997, 0.604], [2.386, 0.992, 0.506], [1.591, 1.868, 0.067], [0.606, 2.474, 0.527], [2.123, 2.240, -0.870]],
  "forces_ev_per_angstrom": [[1.9, -1.6, 0.9], [-0.5, -0.4, -0.8], [-0.7, 0.0, -0.8], [0.3, 0.4, 0.1], [-0.7, 0.4, -0.7], [-0.6, 0.5, 0.4], [-0.3, -0.1, -0.2], [0.7, -0.2, 0.7], [-0.3, 0.7, 0.4], [-1.2, -0.3, 0.9], [2.6, 0.9, -0.4], [-0.1, -0.9, -0.1], [-1.2, 0.5, -0.5]],
  "relative_energy_kcal_mol": 28.9,
  "total_charge": -1,
  "energy_ev": -18155.3634,
  "lumo_energy_ev": 3.3,
  "gap_ev": 7.09
}

Record 2
{
  "formula": "C3H7O2S",
  "method": "wB97M-V/def2-TZVPD",
  "symbols": ["C", "S", "C", "H", "H", "H", "H", "H", "H", "O", "C", "O", "H"],
  "xyz": [[-1.985, -0.339, 0.003], [-1.169, -1.352, -1.251], [0.560, -0.974, -1.095], [-2.305, -0.886, 0.869], [-2.756, 0.242, -0.495], [-1.328, 0.431, 0.356], [1.056, -0.742, -0.163], [1.089, -1.805, -1.553], [0.869, -0.149, -1.745], [0.231, 1.208, 1.104], [1.323, 1.505, 1.616], [2.388, 1.855, 1.082], [1.387, 1.468, 2.743]],
  "forces_ev_per_angstrom": [[0.1, 0.7, -0.7], [-0.4, -0.2, 0.5], [1.5, 0.5, -1.2], [-0.4, -0.4, 0.2], [-0.6, -0.4, 0.1], [0.8, 0.1, 0.2], [-0.7, -0.2, 0.6], [0.0, -0.5, 0.1], [-0.4, 0.2, 0.1], [-0.4, 0.0, 0.0], [0.7, 0.3, 0.6], [0.2, 0.0, -0.4], [-0.3, -0.1, 0.0]],
  "relative_energy_kcal_mol": 18.7,
  "total_charge": -1,
  "energy_ev": -18155.8046,
  "lumo_energy_ev": 3.4,
  "gap_ev": 7.66
}

Record 3
{
  "formula": "C3H7O2S",
  "method": "wB97M-V/def2-TZVPD",
  "symbols": ["O", "C", "C", "C", "S", "H", "H", "H", "H", "H", "H", "H", "O"],
  "xyz": [[3.568, -0.106, 0.578], [2.392, -0.307, 0.262], [2.142, -1.045, -1.062], [0.633, -1.179, -1.489], [-0.512, -0.029, -0.699], [1.759, 0.323, 0.873], [2.769, -1.911, -1.302], [2.478, -0.270, -1.763], [0.354, -2.254, -1.431], [0.613, -0.995, -2.575], [-5.848, 1.284, 2.928], [-5.187, 2.276, 2.082], [-6.005, 2.168, 2.588]],
  "forces_ev_per_angstrom": [[-0.2, -0.7, 0.0], [3.1, 0.4, -0.5], [-1.9, 1.5, -0.2], [0.6, -1.0, -0.5], [-0.2, 0.0, 0.1], [-1.6, -0.7, -0.4], [-0.1, 0.0, 0.7], [0.3, 0.1, 0.2], [-0.1, 0.5, 0.4], [0.1, 0.0, 0.2], [-0.3, -0.2, 0.3], [-0.2, 0.4, -0.1], [0.6, -0.2, -0.2]],
  "relative_energy_kcal_mol": 45.5,
  "total_charge": -1,
  "energy_ev": -18154.6418,
  "lumo_energy_ev": 3.1,
  "gap_ev": 5.72
}

> Number 1 is which compound?

C3H7O2S

> What is the formula in the first record?

C3H7O2S